one.
Density functional theory data (the ωB97M-V functional and the def2-TZVPD basis) for the molecule C4H3NO.

```
! RIJCOSX wB97M-V def2-TZVPD def2/J DEFGRID3
* xyz 0 1
O -1.30 1.09 -0.38
C -0.61 -0.13 -0.29
C 0.85 0.05 -0.22
C 2.03 0.26 -0.15
C -1.09 -1.01 0.83
N -1.47 -1.78 1.59
H -0.75 1.78 0.00
H -0.87 -0.71 -1.18
H 3.08 0.42 -0.07
*
```

HOMO level (eV): -11.2
Structure (SMILES): C#C[C@H](O)C#N
Lowest unoccupied orbital energy (eV): 0.5

The Mulliken scheme yields these atomic charges, measured in e: -0.50 0.44 -0.77 0.22 0.05 -0.36 0.35 0.16 0.41

---

two.
Density functional theory data (the ωB97M-V functional and the def2-TZVPD basis) for the molecule C4H3NO.

```
! RIJCOSX wB97M-V def2-TZVPD def2/J DEFGRID3
* xyz 0 1
O 0.75 0.34 -2.08
C 0.12 0.73 0.41
C -0.78 -0.26 0.93
C -1.55 -1.11 1.32
C 0.88 0.46 -0.77
N 1.64 0.33 0.22
H 1.26 -0.41 -2.40
H -0.08 1.77 0.68
H -2.23 -1.85 1.68
*
```

HOMO level (eV): -9.7
Structure (SMILES): C#C[C@H]1N=C1O
Lowest unoccupied orbital energy (eV): 0.5

The Mulliken scheme yields these atomic charges, measured in e: -0.45 -0.34 -0.60 0.40 0.39 -0.49 0.37 0.33 0.39

---

three.
Density functional theory data (the ωB97M-V functional and the def2-TZVPD basis) for the molecule C4H3NO.

```
! RIJCOSX wB97M-V def2-TZVPD def2/J DEFGRID3
* xyz 0 1
C -1.61 -0.29 -0.18
C -0.26 -0.33 0.25
C 0.70 0.71 0.16
C 2.06 0.19 0.02
H -2.27 -1.16 -0.06
H -2.17 0.61 -0.43
H 0.15 -1.32 0.39
N 3.09 -0.31 -0.14
O 0.31 1.90 0.00
*
```

HOMO level (eV): -10.9
Structure (SMILES): C=CC(=O)C#N
Lowest unoccupied orbital energy (eV): -1.6

The Mulliken scheme yields these atomic charges, measured in e: -0.58 -0.29 0.68 0.12 0.26 0.30 0.30 -0.30 -0.51

---

Result of the stability comparison: two is the least stable of them.

---

one.
Density functional theory data (the ωB97M-V functional and the def2-TZVPD basis) for the molecule C2H5NSi.

```
! RIJCOSX wB97M-V def2-TZVPD def2/J DEFGRID3
* xyz 0 1
C -1.33 0.20 -2.31
C -1.08 -0.17 -1.20
N 0.85 0.69 0.98
Si 0.05 -0.66 0.37
H -2.02 0.39 -3.14
H 1.28 1.37 0.41
H 1.11 1.13 1.82
H -0.77 -1.07 1.61
H 0.98 -1.45 -0.46
*
```

HOMO level (eV): -9.9
Structure (SMILES): C#C[SiH2]N
Lowest unoccupied orbital energy (eV): 1.0

The Mulliken scheme yields these atomic charges, measured in e: 0.16 -0.65 -0.40 0.29 0.30 0.22 0.22 -0.08 -0.06

---

two.
Density functional theory data (the ωB97M-V functional and the def2-TZVPD basis) for the molecule C2H5NSi.

```
! RIJCOSX wB97M-V def2-TZVPD def2/J DEFGRID3
* xyz 0 1
C 1.49 -0.50 -0.65
C 0.35 -0.71 0.30
N 2.35 -0.30 -1.35
Si -0.85 0.78 0.17
H 0.79 -1.20 1.19
H -0.33 -1.55 0.04
H -0.47 2.10 -0.34
H -1.62 1.14 1.44
H -1.72 0.24 -0.79
*
```

HOMO level (eV): -11.4
Structure (SMILES): N#CC[SiH3]
Lowest unoccupied orbital energy (eV): 0.7

The Mulliken scheme yields these atomic charges, measured in e: 0.16 -0.54 -0.34 0.43 0.37 0.25 -0.10 -0.11 -0.12

---

three.
Density functional theory data (the ωB97M-V functional and the def2-TZVPD basis) for a cluster of 3 separate species, C2H5NSi in total.

```
! RIJCOSX wB97M-V def2-TZVPD def2/J DEFGRID3
* xyz 0 1
C -1.93 -0.99 -0.16
C -0.82 -0.52 -0.25
N 0.32 0.06 -0.25
Si 1.89 -0.09 -0.36
H -2.76 -1.58 -0.29
H -1.10 1.97 0.96
H -1.00 1.12 0.74
H 2.50 1.09 0.22
H 2.90 -1.06 -0.63
*
```

HOMO level (eV): -8.7
Lowest unoccupied orbital energy (eV): -0.8

The Mulliken scheme yields these atomic charges, measured in e: -0.62 0.24 -0.06 0.21 0.42 0.24 -0.30 -0.04 -0.09

---

Result of the stability comparison: three is the least stable of them.